Computed, not measured: a molecular structure, C27H37N2O13P4Tl, with ωB97M-V/def2-TZVPD.

CARTESIAN COORDINATES (ANGSTROEM)
Tl 1.04 0.82 0.73
P 0.63 -2.21 0.04
P 3.56 3.45 -0.79
P 4.47 0.41 -0.88
P -2.23 1.26 2.32
O 1.08 1.64 -2.23
O 0.36 -3.01 3.89
O 4.38 4.84 -0.84
O 6.02 2.55 -1.00
O 3.38 -0.19 -0.03
O -1.99 1.40 -5.35
O 0.12 1.80 -4.25
O 0.16 -1.12 2.69
O -4.01 0.67 -4.80
O 3.16 3.34 -2.31
O 3.98 0.47 -2.41
O 5.85 -0.15 -0.88
O 2.45 3.52 0.19
N -2.48 0.28 -0.97
N -1.23 0.69 -1.17
C -3.89 -3.03 -0.63
C 1.43 -3.34 -1.16
C 1.09 -4.68 -1.31
C -1.16 1.00 -2.46
C 4.97 2.19 1.16
C 3.15 -3.62 -2.83
C 4.79 2.18 -0.36
C -3.41 -2.77 0.65
C -1.14 -2.65 -0.18
C 1.06 -3.05 1.62
C 1.76 -5.48 -2.22
C -3.22 0.29 -2.08
C -2.41 0.76 -3.09
C 2.80 -4.95 -2.98
C -2.87 0.94 -4.48
C -4.75 1.36 3.78
C 0.48 -2.33 2.86
C -1.64 -2.90 -1.47
C 2.47 -2.81 -1.93
C -1.55 1.56 4.02
C -3.89 0.58 2.79
C 0.12 1.53 -3.03
C -1.57 3.69 1.07
C -2.71 2.97 1.80
C -3.00 -3.09 -1.69
C -0.05 1.81 4.09
C -2.06 -2.58 0.87
H 4.16 5.32 -0.04
H 3.01 0.60 -2.49
H -1.79 0.66 4.59
H 0.27 2.64 3.45
H -4.10 -2.71 1.49
H -0.66 3.74 1.68
H 5.34 3.17 1.48
H 3.33 -5.58 -3.69
H 1.49 -6.53 -2.33
H 2.15 -3.00 1.69
H -1.31 3.16 0.15
H -3.69 -0.43 3.18
H -2.72 -0.07 -0.05
H 2.76 -1.78 -1.79
H 5.71 1.44 1.42
H 0.78 -4.10 1.63
H -0.96 -2.94 -2.31
H -3.06 3.56 2.66
H -4.99 2.36 3.39
H -3.56 2.86 1.12
H -1.85 4.71 0.81
H -4.24 1.50 4.73
H -4.25 -0.03 -2.12
H -4.44 0.43 1.85
H -1.10 1.59 -4.88
H -2.10 2.39 4.48
H 0.48 0.91 3.77
H 0.28 -5.10 -0.72
H -5.69 0.85 3.98
H -4.95 -3.17 -0.80
H 0.26 2.05 5.11
H 6.46 1.69 -1.15
H -1.71 -2.34 1.87
H 4.04 1.97 1.67
H 2.54 2.60 -2.51
H -3.36 -3.27 -2.69
H 3.96 -3.19 -3.42

Calculated values
- F_max: 1.485 eV/A
- Energy: -3677.069805 Ha
- Net charge: -2
- HOMO: -3.29 eV
- Energy relative to the best compared isomer or geometry (same formula, charge and spin): 59.3 kJ/mol

Computed, not measured: a molecular structure, C21H16F12MoNO3, with ωB97M-V/def2-TZVPD.

CARTESIAN COORDINATES (ANGSTROEM)
Mo 0.48 0.78 -2.28
F -0.12 -2.76 -2.22
F 1.40 -2.89 -3.75
F 1.77 4.21 -0.59
F -2.24 4.30 -1.09
F 4.04 -0.90 -1.17
F 3.81 -1.69 -3.17
F -0.73 5.19 0.20
F 1.41 2.89 1.07
F -0.36 4.94 -1.93
F 1.53 -4.16 -2.01
F 4.02 -3.05 -1.50
F 1.87 2.06 -0.90
O 1.55 -0.65 -2.29
O -1.05 -0.02 -3.36
O -0.37 2.30 -1.81
N 0.05 0.12 -0.30
C 1.19 3.12 -0.20
C -3.84 2.59 3.02
C 1.97 -1.85 -1.70
C 1.80 -2.87 1.99
C 3.52 -1.89 -1.90
C -2.28 -0.71 -2.91
C -1.78 -0.05 1.25
C 1.60 -1.83 -0.23
C 2.32 -3.99 2.78
C -2.85 1.92 2.13
C 2.03 -2.84 0.57
C -0.96 0.75 0.42
C -2.72 0.53 2.08
C -0.34 3.00 -0.58
C 1.20 -1.75 2.60
C -2.04 2.71 1.28
C 1.20 -2.97 -2.46
C -0.94 4.42 -0.86
C 0.77 -0.79 0.37
C -1.15 2.16 0.40
C 0.74 -0.74 1.83
H -4.52 3.21 2.43
H 0.42 0.19 2.29
H -2.43 -1.56 -3.56
H -3.37 -0.09 2.68
H -1.72 -1.12 1.17
H 2.22 -4.94 2.25
H 1.89 -4.05 3.77
H 2.58 -3.67 0.15
H 1.17 -1.68 3.68
H -3.10 0.00 -2.97
H -2.10 -1.03 -1.89
H -4.42 1.88 3.60
H 3.41 -3.85 2.90
H -3.32 3.27 3.70
H -1.07 0.09 -4.33
H -2.15 3.78 1.34

Calculated values
- F_max: 0.219 eV/A
- Energy: -2355.841214 Ha
- Net charge: +3
- HOMO (spin up / spin down): -18.72 / -18.72 eV
- Energy relative to the best compared isomer or geometry (same formula, charge and spin): 2.3 kJ/mol

Computed, not measured: C4H2BrNOS in the gas phase, with ωB97M-V/def2-TZVPD.

CARTESIAN COORDINATES (ANGSTROEM)
Br 2.64 0.50 -3.56
S 1.05 -1.52 1.02
O 2.05 -2.17 -3.81
N 1.77 -1.23 -1.47
C -0.04 -0.80 -0.11
C 2.31 -1.66 -0.07
C 0.50 -0.74 -1.35
C 2.12 -1.26 -3.06
H 0.14 -0.39 -2.26
H -1.03 -0.43 0.02

Calculated values
- F_max: 4.017 eV/A
- Energy: -3255.693664 Ha
- Net charge: 0
- HOMO: -9.21 eV
- Energy relative to the best compared isomer or geometry (same formula, charge and spin): 312.6 kJ/mol

Computed, not measured: 9 unconnected molecules or ions with the total composition C27H54O27, with ωB97M-V/def2-TZVPD.

CARTESIAN COORDINATES (ANGSTROEM)
O 3.15 -2.03 6.48
O 2.64 -2.76 0.63
O 1.45 4.88 -4.95
O -4.15 -4.87 -5.57
O 2.70 5.28 5.56
O -9.22 0.50 -2.17
O 0.34 -0.61 0.04
O 1.24 2.78 -5.65
O 2.49 3.98 -6.94
O -3.52 3.27 0.26
O 5.08 -2.29 5.26
O 3.70 -0.52 5.01
O -1.81 3.84 1.53
O 0.43 5.59 5.59
O 6.36 -2.16 0.25
O 1.48 -4.11 2.10
O -2.31 1.77 1.44
O 1.49 3.97 4.43
O 5.15 -0.51 1.26
O -3.13 -4.67 -3.58
O -2.49 -6.14 -5.17
O -1.17 -1.61 -1.01
O -7.04 0.30 -1.74
O 1.08 -4.38 0.00
O -0.39 0.25 -2.00
O 5.72 -0.52 -0.99
O -8.48 0.41 -0.06
C 1.00 -4.04 -1.39
C 1.30 0.39 0.28
C 1.68 4.01 -5.82
C -0.46 -0.57 -1.10
C 0.39 3.25 3.91
C 3.02 5.21 -7.42
C -5.88 0.11 -0.95
C 1.45 5.01 5.17
C 2.94 6.37 6.46
C -10.59 0.93 -1.99
C -3.24 -5.17 -4.70
C -5.09 -3.81 -5.42
C 2.04 -3.52 3.23
C -8.28 0.38 -1.27
C -2.57 3.00 0.96
C -3.25 0.75 1.22
C 3.30 -3.23 7.25
C -2.10 -1.93 -2.05
C -2.02 5.24 1.34
C 4.56 0.25 4.08
C 5.68 -1.04 0.25
C 1.82 -3.68 0.87
C 4.11 -1.64 5.57
C -1.39 -6.68 -4.38
C 4.89 0.54 -1.36
C 0.82 2.31 -4.37
C 6.15 -3.00 1.37
H 6.35 -2.50 2.31
H -0.60 -5.95 -4.24
H 3.40 7.19 5.91
H 2.92 -4.08 6.67
H 1.97 -4.18 4.10
H -3.47 0.24 2.16
H -2.50 -2.92 -1.85
H -3.01 0.13 0.36
H -2.89 5.68 1.82
H 4.03 0.66 -0.71
H -5.96 -4.24 -4.92
H -0.32 3.95 3.48
H 0.61 1.24 -4.34
H 3.95 0.59 3.24
H 6.81 -3.86 1.24
H -11.01 1.17 -1.02
H 1.97 0.45 -0.58
H -5.50 -3.52 -6.39
H 2.00 6.88 6.66
H -0.01 -3.99 -1.81
H -2.23 5.45 0.29
H 3.09 -3.28 3.06
H -1.04 -7.46 -5.06
H 5.43 1.49 -1.35
H -10.77 1.81 -2.61
H 3.61 5.73 -6.67
H -5.14 0.90 -1.14
H 1.86 0.13 1.17
H 3.66 5.18 -8.31
H -1.19 5.91 1.57
H -0.14 2.73 4.71
H 0.58 2.57 3.08
H -6.04 -0.11 0.11
H 1.45 -3.05 -1.48
H 4.28 -3.51 7.64
H -5.36 -0.82 -1.16
H -4.61 -3.00 -4.87
H 0.76 1.30 0.54
H 5.14 -3.39 1.48
H 2.66 -3.16 8.13
H -0.04 2.93 -4.12
H 1.63 2.44 -3.65
H 5.36 -0.37 3.69
H 4.68 0.44 -2.42
H -4.20 1.24 1.02
H -1.56 -2.00 -3.00
H 1.52 -4.65 -2.12
H 3.61 6.12 7.29
H -2.87 -1.17 -2.14
H -11.26 0.20 -2.46
H 1.64 -2.54 3.50
H 5.08 1.06 4.58
H 2.26 5.93 -7.72
H -1.73 -7.10 -3.43

Calculated values
- F_max: 4.780 eV/A
- Energy: -3092.561888 Ha
- SMILES: COC(=O)OC.COC(=O)OC.COC(=O)OC.COC(=O)OC.COC(=O)OC.COC(=O)OC.COC(=O)OC.COC(=O)OC.COC(=O)OC
- Net charge: 0
- HOMO: -10.38 eV
- Energy relative to the best compared isomer or geometry (same formula, charge and spin): 439.2 kJ/mol

Computed, not measured: a molecular structure, C30H60Br8NiO12S5, with ωB97M-V/def2-TZVPD.

CARTESIAN COORDINATES (ANGSTROEM)
Br -4.34 3.59 3.22
Br -6.52 0.77 2.24
Br 3.29 4.64 3.45
Br 2.51 5.02 -3.74
Br 3.38 0.79 -5.39
Br -0.87 2.80 4.30
Br 4.65 0.89 -0.23
Br 3.74 5.44 -0.44
Ni -1.26 1.10 -1.89
S -0.09 -1.65 -3.58
S -4.29 -0.71 -2.23
S -2.90 -3.74 2.94
S -2.10 4.11 -0.37
S 4.15 -4.39 3.37
O -4.05 -2.90 2.67
O 4.95 -4.14 4.55
O -1.37 0.35 0.02
O -2.49 -4.03 4.29
O 3.54 -5.69 3.20
O -4.98 -1.01 -3.46
O -0.64 -2.67 -4.44
O -2.24 2.80 -0.97
O -3.28 4.66 0.25
O -3.37 0.42 -2.14
O 0.68 1.65 -1.39
O -0.95 -0.69 -2.92
C -0.70 4.01 0.79
C 1.03 0.96 -0.22
C 2.53 -1.11 -3.43
C 2.87 -3.09 3.10
C 0.06 5.37 -1.16
C -3.81 2.00 2.16
C 5.13 -3.97 1.91
C 2.29 -2.50 -2.79
C -5.75 -2.03 -0.46
C -1.49 -3.24 1.84
C 2.98 2.17 -4.02
C 0.86 -2.47 -2.28
C -5.42 -0.57 -0.82
C -0.12 0.42 0.67
C -1.86 -5.58 1.26
C 3.40 -2.22 1.97
C 0.68 4.02 4.30
C -4.74 -2.99 -1.13
C 1.79 3.36 3.55
C -3.12 -5.36 2.08
C 0.22 5.15 0.34
C -4.57 0.76 2.59
C -3.53 -2.14 -1.55
C 3.58 3.51 -0.18
C 4.89 2.81 -0.55
C 1.32 -0.76 -4.33
C -1.41 5.32 -1.56
C 4.28 -3.08 1.05
C -1.44 -4.24 0.69
C 3.28 3.49 -4.70
H -0.17 6.05 0.84
H -4.41 0.59 3.65
H 3.56 -3.63 0.42
H -2.00 -6.33 0.47
H 0.43 4.43 -1.59
H 1.71 0.14 -0.49
H -6.75 -2.29 -0.83
H 5.67 3.17 0.11
H 1.40 3.16 2.55
H 3.02 -2.63 -1.99
H 0.36 -3.40 -2.04
H -4.02 -5.16 1.48
H 2.81 3.54 -5.67
H 2.15 2.42 3.95
H 1.21 4.90 0.70
H -0.23 3.10 0.41
H -2.87 -2.52 -2.33
H -2.77 1.83 2.41
H -1.06 -5.96 1.89
H -2.87 -1.78 -0.75
H -3.41 -6.18 2.73
H 6.03 -3.48 2.30
H 1.98 2.07 -3.61
H 3.95 -1.43 2.50
H 5.08 3.02 -1.59
H 0.11 -0.61 1.00
H 0.89 4.25 5.34
H -1.15 3.94 1.77
H -0.63 -3.46 2.48
H -0.47 -4.32 0.19
H 3.30 3.34 0.86
H -6.18 0.16 -1.06
H 2.45 -3.33 -3.48
H 1.52 -1.19 -5.31
H -1.89 6.25 -1.25
H -1.74 -2.20 1.65
H 0.67 6.18 -1.55
H 3.62 2.05 -3.14
H -3.88 2.21 1.09
H 1.59 1.64 0.45
H 2.67 -0.32 -2.69
H 1.11 0.30 -4.43
H 2.75 -2.62 4.07
H 0.79 -1.80 -1.42
H -4.33 -3.73 -0.45
H -1.69 5.07 -2.57
H -4.77 -0.14 -0.05
H 4.84 -2.48 0.33
H 4.35 3.64 -4.81
H 0.36 4.94 3.81
H -4.18 -0.10 2.05
H 2.60 -1.66 1.49
H 2.77 3.18 -0.83
H -5.14 -3.52 -1.99
H 1.92 -3.56 2.85
H 3.42 -1.26 -4.04
H -0.27 1.05 1.57
H -5.83 -2.12 0.62
H -2.21 -3.96 -0.04
H 5.48 -4.92 1.51

Calculated values
- F_max: 2.843 eV/A
- Spin multiplicity: 3
- Energy: -26173.202924 Ha
- Net charge: 0
- HOMO (spin up / spin down): -8.14 / -8.02 eV
- Energy relative to the best compared isomer or geometry (same formula, charge and spin): 0.0 kJ/mol
- ⟨S²⟩: 2.005

Computed, not measured: 7 unconnected molecules or ions with the total composition C19H52O9, with ωB97M-V/def2-TZVPD.

CARTESIAN COORDINATES (ANGSTROEM)
O 11.60 -20.03 -6.41
O 17.84 -21.16 -6.08
O 18.20 -22.39 -10.63
O 19.78 -26.10 -4.69
O 13.63 -15.66 -9.40
O 19.00 -19.91 -9.44
O 14.90 -20.34 -7.23
O 21.91 -18.46 -2.56
O 16.31 -24.30 -9.89
C 17.47 -21.21 -10.88
C 20.02 -24.90 -5.45
C 21.13 -19.13 -3.49
C 13.96 -17.05 -9.44
C 15.45 -17.35 -9.17
C 15.67 -23.95 -8.69
C 14.41 -23.27 -9.09
C 10.57 -20.95 -6.48
C 15.62 -20.11 -5.97
C 18.26 -19.94 -10.66
C 19.90 -19.86 -2.74
C 20.73 -18.16 -4.62
C 10.95 -21.72 -7.64
C 13.14 -17.82 -8.48
C 15.20 -25.13 -7.74
C 17.15 -19.90 -6.08
C 21.52 -24.85 -5.80
C 9.23 -20.20 -6.68
C 19.62 -23.66 -4.75
H 13.36 -17.87 -7.41
H 15.61 -17.29 -8.10
H 16.34 -23.21 -8.25
H 15.65 -18.42 -9.18
H 9.35 -19.45 -7.46
H 21.40 -17.76 -2.15
H 20.14 -20.80 -2.24
H 10.25 -22.42 -8.07
H 21.63 -17.96 -5.19
H 16.13 -25.64 -7.50
H 21.84 -25.81 -6.20
H 15.32 -20.94 -5.34
H 11.43 -19.56 -5.60
H 19.49 -22.76 -5.34
H 19.40 -19.21 -2.03
H 8.89 -19.80 -5.72
H 13.63 -22.98 -8.39
H 13.83 -23.80 -9.84
H 17.50 -19.37 -5.19
H 14.54 -24.86 -6.92
H 14.58 -25.80 -8.35
H 13.98 -20.58 -7.07
H 19.53 -25.05 -6.41
H 11.95 -22.17 -7.61
H 13.84 -17.27 -10.50
H 8.39 -20.80 -7.02
H 18.86 -19.82 -11.56
H 10.64 -21.55 -5.57
H 16.41 -25.25 -9.88
H 11.06 -21.02 -8.47
H 20.08 -17.36 -4.24
H 19.29 -20.82 -9.42
H 20.46 -26.09 -4.01
H 12.15 -17.40 -8.62
H 16.22 -16.81 -9.73
H 16.58 -21.25 -10.26
H 20.08 -18.60 -5.38
H 17.41 -19.32 -6.96
H 21.73 -19.92 -3.93
H 18.70 -23.63 -4.16
H 21.69 -24.26 -6.69
H 16.96 -21.21 -11.85
H 18.12 -21.38 -6.97
H 12.71 -15.57 -9.66
H 17.58 -19.08 -10.63
H 22.19 -24.57 -4.99
H 17.67 -23.16 -10.42
H 15.08 -19.18 -5.74
H 12.91 -18.83 -8.82
H 19.12 -20.00 -3.49
H 14.79 -22.35 -9.53
H 20.38 -23.18 -4.14

Calculated values
- F_max: 3.555 eV/A
- Energy: -1432.102451 Ha
- SMILES: CC(C)O.CC(C)O.CC(C)O.CC(C)O.CC(C)O.OCCO.OCCO
- Net charge: 0
- HOMO: -9.97 eV
- Energy relative to the best compared isomer or geometry (same formula, charge and spin): 358.1 kJ/mol